1.
C27H49FeN6O as an isolated structure. Source: OMol25; level of theory: the ωB97M-V functional and the def2-TZVPD basis.

```
! wB97M-V def2-TZVPD RIJCOSX def2/J DEFGRID3
* xyz 1 7
Fe 3.297 -16.999 -16.426
C 0.248 -19.518 -17.212
C 1.601 -19.849 -16.640
C 2.542 -20.805 -17.417
O 2.246 -18.705 -16.238
H -0.302 -18.745 -16.675
H -0.264 -20.476 -17.306
H 0.392 -19.224 -18.252
H 1.358 -20.384 -15.722
H 2.121 -21.774 -17.684
H 3.462 -21.117 -16.922
H 2.918 -20.304 -18.309
C 1.763 -27.153 -17.038
C 0.413 -26.301 -16.945
C 0.637 -24.792 -17.439
C 1.220 -24.507 -18.810
N 1.587 -24.124 -19.843
H 2.125 -27.146 -18.066
H 1.578 -28.111 -16.553
H 2.388 -26.626 -16.317
H 0.102 -26.391 -15.904
H -0.418 -26.863 -17.372
H 1.240 -24.185 -16.765
H -0.354 -24.355 -17.559
C -0.358 -12.867 -18.983
C -1.247 -13.600 -18.043
C -0.980 -15.157 -17.995
C 0.423 -15.640 -17.560
N 1.451 -16.104 -17.214
H 0.687 -13.118 -18.805
H -0.428 -11.786 -18.861
H -0.602 -13.234 -19.980
H -2.317 -13.395 -18.064
H -1.036 -13.283 -17.021
H -1.319 -15.505 -18.970
H -1.823 -15.571 -17.441
C 4.966 -24.301 -16.396
C 5.851 -24.034 -15.225
C 7.164 -23.290 -15.589
C 7.993 -23.842 -16.716
N 8.620 -24.329 -17.609
H 4.670 -23.410 -16.950
H 4.102 -24.898 -16.106
H 5.490 -24.891 -17.148
H 6.077 -24.991 -14.757
H 5.364 -23.574 -14.365
H 7.956 -23.279 -14.840
H 6.910 -22.234 -15.678
C -4.279 -22.920 -13.911
C -4.166 -21.506 -14.459
C -2.717 -21.079 -14.492
C -1.748 -21.917 -15.210
N -0.972 -22.647 -15.693
H -5.326 -23.218 -13.959
H -4.146 -22.890 -12.830
H -3.551 -23.598 -14.357
H -4.788 -20.790 -13.921
H -4.595 -21.604 -15.456
H -2.321 -20.914 -13.489
H -2.702 -20.187 -15.119
C -1.506 -22.155 -19.607
C -1.986 -20.942 -20.449
C -2.197 -19.554 -19.857
C -2.860 -19.281 -18.539
N -3.361 -19.075 -17.556
H -1.893 -23.038 -20.116
H -1.881 -22.236 -18.587
H -0.422 -22.271 -19.613
H -2.973 -21.146 -20.865
H -1.350 -20.866 -21.331
H -2.643 -18.872 -20.581
H -1.174 -19.182 -19.804
C 9.585 -22.275 -20.080
C 8.590 -21.373 -19.283
C 7.118 -21.725 -19.645
C 6.274 -20.853 -18.803
N 5.629 -20.137 -18.185
H 9.810 -22.055 -21.124
H 9.173 -23.259 -20.304
H 10.452 -22.496 -19.458
H 8.738 -20.300 -19.408
H 8.594 -21.535 -18.206
H 6.847 -22.771 -19.500
H 6.863 -21.411 -20.657
*
```

E_HOMO (alpha / beta), eV: -10.4948 / -13.0132
Kohn-Sham gap (alpha / beta), eV: 7.8476 / 6.9713
⟨S²⟩: 12.012

2.
A 3-piece molecular cluster, C27H49IN2O4 overall. Source: OMol25; level of theory: the ωB97M-V functional and the def2-TZVPD basis.

```
! wB97M-V def2-TZVPD RIJCOSX def2/J DEFGRID3
* xyz 0 1
C -5.395 2.268 -1.909
O -4.227 1.401 -1.573
C -3.134 1.801 -2.494
C -3.035 0.662 -3.715
C -2.268 -0.635 -3.032
C -0.645 -0.659 -3.263
C 0.251 -0.209 -1.966
C -0.197 -0.890 -0.545
C 1.035 -1.417 0.398
C 2.164 -0.244 0.747
C 2.914 -0.613 2.190
C 1.934 -0.371 3.502
C 1.784 -1.724 4.452
C 0.770 -1.481 5.760
I 0.988 0.434 6.845
O -0.604 -1.619 5.233
C -0.531 -2.470 4.032
O -1.637 -2.700 3.272
C 1.005 -3.038 3.857
C 1.358 -4.537 4.508
C 0.350 -5.590 3.691
C -0.590 -6.493 4.691
C -1.583 -5.622 5.668
O -1.510 -6.229 7.030
H -5.385 3.296 -1.324
H -5.391 2.434 -3.091
H -6.380 1.688 -1.578
H -2.108 1.681 -1.897
H -3.235 2.895 -2.900
H -4.161 0.323 -3.921
H -2.516 1.073 -4.681
H -2.616 -0.674 -1.916
H -2.714 -1.599 -3.555
H -0.277 -1.706 -3.703
H -0.401 0.127 -4.127
H 1.364 -0.584 -2.179
H 0.346 0.980 -1.912
H -0.756 -0.038 0.075
H -1.019 -1.746 -0.678
H 0.550 -1.689 1.454
H 1.536 -2.419 0.019
H 3.015 -0.258 -0.070
H 1.697 0.837 0.789
H 3.827 0.150 2.284
H 3.367 -1.699 2.172
H 2.465 0.477 4.152
H 0.905 0.086 3.168
H 2.817 -1.922 4.971
H 0.887 -2.446 6.425
H 1.445 -3.181 2.767
H 1.199 -4.562 5.667
H 2.465 -4.815 4.178
H -0.324 -5.011 2.896
H 1.005 -6.356 3.061
H -1.260 -7.207 4.022
H 0.126 -7.120 5.408
H -1.267 -4.495 5.804
H -2.708 -5.675 5.294
H -0.854 -5.619 7.519
C 5.849 3.296 -0.500
C 5.945 1.781 -0.642
C 5.580 1.290 -2.045
C 4.147 1.680 -2.368
N 2.958 2.003 -2.636
H 4.827 3.653 -0.659
H 6.146 3.603 0.508
H 6.507 3.800 -1.218
H 5.286 1.312 0.099
H 6.968 1.465 -0.408
H 5.678 0.201 -2.099
H 6.250 1.729 -2.792
C -4.381 6.348 -6.414
C -3.719 6.261 -5.043
C -2.368 5.544 -5.079
C -2.556 4.120 -5.575
N -2.712 2.938 -5.987
H -4.607 5.356 -6.818
H -5.328 6.892 -6.345
H -3.737 6.873 -7.129
H -4.397 5.743 -4.354
H -3.576 7.275 -4.653
H -1.929 5.520 -4.076
H -1.672 6.068 -5.743
*
```

E_HOMO, eV: -9.1940
Kohn-Sham gap, eV: 9.1880
Structure (SMILES): COCCCCCCCCCC[C@H]1[C@@H](I)OC(=O)[C@@H]1CCCCO.CCCC#N.CCCC#N

3.
A 11-piece molecular cluster, C27H49N15O13 overall. Source: OMol25; level of theory: the ωB97M-V functional and the def2-TZVPD basis.

```
! wB97M-V def2-TZVPD RIJCOSX def2/J DEFGRID3
* xyz 0 1
O 8.631 8.481 -14.541
C 9.997 8.228 -14.709
C 10.461 6.917 -14.782
C 11.822 6.716 -14.943
C 12.699 7.785 -14.850
O 14.033 7.497 -14.940
C 12.222 9.069 -14.655
C 10.850 9.310 -14.641
H 8.194 7.651 -14.324
H 9.746 6.104 -14.745
H 12.183 5.696 -14.994
H 14.563 8.253 -14.657
H 12.884 9.892 -14.417
H 10.462 10.310 -14.547
O 13.000 8.406 -7.331
C 13.228 9.088 -8.475
C 12.246 9.676 -9.272
C 12.569 10.277 -10.477
C 13.913 10.450 -10.830
O 14.316 10.932 -12.057
C 14.898 10.019 -9.956
C 14.549 9.341 -8.791
H 12.090 8.058 -7.151
H 11.209 9.624 -8.952
H 11.826 10.810 -11.062
H 13.635 11.541 -12.396
H 15.941 10.030 -10.249
H 15.376 8.935 -8.218
O 12.103 12.121 -13.534
C 12.205 13.212 -14.368
C 13.459 13.772 -14.557
C 13.668 14.720 -15.550
C 12.632 15.041 -16.404
O 12.852 15.930 -17.422
C 11.358 14.535 -16.163
C 11.136 13.595 -15.169
H 11.168 11.971 -13.250
H 14.266 13.493 -13.887
H 14.637 15.191 -15.654
H 12.135 15.894 -18.061
H 10.530 14.881 -16.773
H 10.183 13.090 -15.094
N 14.025 3.906 -5.120
C 13.826 5.245 -5.373
N 13.924 5.617 -6.695
O 13.510 6.027 -4.498
H 13.878 3.622 -4.168
H 14.615 3.327 -5.688
H 14.448 5.047 -7.332
H 13.714 6.592 -6.869
N 11.824 16.037 -9.761
C 11.356 14.881 -10.344
N 12.117 14.410 -11.364
O 10.356 14.296 -9.942
H 11.279 16.413 -9.007
H 12.288 16.703 -10.352
H 11.789 13.691 -11.984
H 13.056 14.733 -11.556
N 8.718 12.063 -10.772
C 8.791 11.483 -11.989
N 7.958 10.434 -12.248
O 9.603 11.849 -12.851
H 9.411 12.753 -10.500
H 8.105 11.717 -10.055
H 8.180 9.896 -13.076
H 7.294 10.203 -11.531
N 10.698 5.148 -5.853
C 10.139 6.342 -6.191
N 8.882 6.573 -5.718
O 10.742 7.143 -6.913
H 11.543 4.979 -6.375
H 10.309 4.492 -5.206
H 8.286 5.800 -5.500
H 8.537 7.514 -5.764
N 15.426 15.584 -9.771
C 15.595 14.361 -10.385
N 16.507 13.542 -9.786
O 14.942 14.006 -11.362
H 14.900 16.253 -10.300
H 16.153 15.860 -9.136
H 17.026 13.821 -8.974
H 16.536 12.575 -10.052
N 15.601 12.203 -6.770
C 15.806 11.521 -5.585
N 15.206 10.302 -5.530
O 16.432 11.991 -4.646
H 15.438 11.587 -7.553
H 16.109 13.048 -6.937
H 15.334 9.675 -4.758
H 14.725 9.895 -6.312
N 15.928 10.311 -14.777
C 16.833 9.462 -14.183
N 17.021 9.678 -12.830
O 17.432 8.603 -14.804
H 15.793 10.236 -15.769
H 15.658 11.151 -14.296
H 16.240 10.007 -12.282
H 17.604 8.963 -12.429
C 8.511 7.698 -10.423
C 7.539 8.382 -9.596
N 6.808 8.976 -8.944
H 9.250 8.390 -10.827
H 8.066 7.137 -11.241
H 9.105 7.006 -9.822
*
```

E_HOMO, eV: -8.0373
Kohn-Sham gap, eV: 8.2356
Structure (SMILES): Oc1ccc(O)cc1.Oc1ccc(O)cc1.Oc1ccc(O)cc1.NC(N)=O.NC(N)=O.NC(N)=O.NC(N)=O.NC(N)=O.NC(N)=O.NC(N)=O.CC#N

4.
C27H49N3OP2Zr as an isolated structure. Source: OMol25; level of theory: the ωB97M-V functional and the def2-TZVPD basis.

```
! wB97M-V def2-TZVPD RIJCOSX def2/J DEFGRID3
* xyz 4 1
Zr -0.393 -0.301 -0.145
C 0.055 0.032 -4.678
C -1.288 0.563 -4.170
C -1.777 1.755 -4.996
P -1.158 0.951 -2.391
C -2.661 1.804 -1.773
C -3.870 0.870 -1.834
C -2.353 2.311 -0.359
C 0.163 2.143 -2.053
C 0.083 3.476 -2.482
C 1.101 4.366 -2.203
C 2.206 3.954 -1.453
C 2.293 2.658 -0.985
C 1.280 1.751 -1.295
N 1.330 0.400 -0.801
C 2.597 -0.308 -0.725
C 3.578 -0.113 -1.681
C 4.748 -0.864 -1.618
C 4.931 -1.808 -0.616
C 3.936 -2.007 0.333
C 2.763 -1.255 0.290
P 1.402 -1.483 1.449
C 1.363 -3.206 2.064
C 2.284 -3.454 3.266
C -0.070 -3.627 2.405
C 1.574 -0.261 2.814
C 2.997 -0.083 3.347
C 1.033 1.088 2.320
H -0.040 -0.220 -5.735
H 0.376 -0.870 -4.157
H 0.838 0.788 -4.592
H -2.034 -0.238 -4.208
H -1.023 2.542 -5.050
H -2.715 2.182 -4.640
H -1.952 1.411 -6.016
H -2.858 2.673 -2.406
H -3.679 -0.094 -1.343
H -4.156 0.636 -2.859
H -4.736 1.333 -1.359
H -1.835 1.558 0.291
H -3.264 2.551 0.194
H -1.690 3.172 -0.347
H -0.770 3.814 -3.059
H 1.047 5.383 -2.571
H 3.000 4.655 -1.233
H 3.149 2.346 -0.399
H 3.442 0.607 -2.479
H 5.518 -0.712 -2.363
H 5.843 -2.387 -0.571
H 4.087 -2.749 1.106
H 1.716 -3.796 1.212
H 1.973 -2.867 4.131
H 3.331 -3.242 3.062
H 2.215 -4.506 3.545
H -0.415 -3.130 3.317
H -0.108 -4.699 2.594
H -0.778 -3.418 1.597
H 0.921 -0.645 3.605
H 3.679 0.224 2.552
H 3.387 -0.987 3.807
H 2.999 0.700 4.107
H 1.675 1.532 1.562
H 0.933 1.812 3.131
H -0.005 1.022 1.911
N -4.426 0.606 4.637
C -4.113 -0.111 3.337
C -2.715 0.213 2.794
N -2.452 -0.538 1.535
H -5.370 0.359 4.960
H -4.406 1.627 4.550
H -3.787 0.351 5.396
H -4.897 0.179 2.639
H -4.220 -1.172 3.555
H -1.949 -0.072 3.517
H -2.601 1.280 2.599
H -3.231 -0.399 0.890
H -2.453 -1.536 1.749
C 0.426 -2.740 -1.948
O -0.714 -2.303 -1.095
H 0.034 -3.175 -2.862
H 1.032 -3.449 -1.392
H 0.997 -1.847 -2.183
H -1.370 -3.006 -1.044
*
```

E_HOMO, eV: -18.6227
Kohn-Sham gap, eV: 6.4829

5.
C27H49N8S2SbSi3Sn as an isolated structure. Source: OMol25; level of theory: the ωB97M-V functional and the def2-TZVPD basis.

```
! wB97M-V def2-TZVPD RIJCOSX def2/J DEFGRID3
* xyz 2 1
Sn 1.133 -1.077 -0.255
C 6.066 3.283 0.087
C 6.092 1.774 0.287
N 5.108 1.165 -0.577
C 4.107 0.372 -0.215
S 3.069 -0.104 -1.558
N 3.981 0.011 1.027
N 3.006 -0.844 1.338
C 2.961 -1.291 2.555
C 3.927 -0.813 3.589
C 2.001 -2.340 2.848
C 1.993 -3.026 4.068
C 1.104 -4.065 4.258
C 0.214 -4.390 3.241
C 0.277 -3.653 2.072
N 1.142 -2.672 1.875
H 6.888 3.760 0.612
H 5.129 3.702 0.444
H 6.164 3.508 -0.973
H 5.866 1.493 1.314
H 7.083 1.388 0.029
H 5.150 1.431 -1.551
H 4.822 -1.435 3.577
H 3.500 -0.819 4.587
H 4.231 0.201 3.336
H 2.692 -2.767 4.843
H 1.099 -4.599 5.196
H -0.503 -5.188 3.354
H -0.385 -3.860 1.239
C -0.203 -2.722 -4.547
C 0.265 -2.454 -3.158
N 0.079 -1.328 -2.559
N -0.569 -0.364 -3.258
C -0.772 0.785 -2.757
N -1.535 1.687 -3.433
S -0.265 1.375 -1.168
C 1.013 -3.491 -2.447
C 1.192 -4.761 -2.994
C 1.980 -5.686 -2.332
C 2.591 -5.318 -1.143
C 2.342 -4.050 -0.648
N 1.570 -3.178 -1.270
H -0.636 -1.820 -4.969
H 0.630 -3.041 -5.168
H -0.952 -3.512 -4.553
H -1.700 1.463 -4.406
H -1.300 2.657 -3.272
H 0.722 -5.024 -3.926
H 2.124 -6.673 -2.745
H 3.241 -5.988 -0.604
H 2.765 -3.711 0.286
C -3.360 2.174 3.151
Si -2.164 1.074 2.157
C -2.691 -0.752 2.319
C -0.349 1.268 2.704
Sb -2.532 1.962 -0.338
Si -1.820 4.644 -0.216
C -0.041 4.608 0.474
C -2.003 5.196 -2.037
C -3.058 5.466 0.973
Si -4.137 0.057 -1.561
C -3.213 -1.595 -1.302
C -4.434 0.492 -3.390
C -5.713 0.245 -0.511
H -3.515 1.749 4.138
H -4.333 2.252 2.674
H -2.976 3.179 3.291
H -2.853 -0.981 3.370
H -1.923 -1.430 1.953
H -3.624 -0.964 1.803
H -0.226 0.908 3.721
H -0.022 2.303 2.682
H 0.327 0.693 2.071
H 0.594 3.920 -0.078
H -0.040 4.300 1.516
H 0.418 5.593 0.427
H -1.114 4.969 -2.622
H -2.154 6.270 -2.097
H -2.860 4.722 -2.512
H -2.817 5.284 2.015
H -4.076 5.135 0.803
H -3.043 6.542 0.830
H -2.165 -1.519 -1.577
H -3.653 -2.370 -1.924
H -3.260 -1.935 -0.273
H -3.662 0.073 -4.028
H -4.477 1.564 -3.562
H -5.384 0.074 -3.710
H -5.526 0.117 0.551
H -6.448 -0.497 -0.806
H -6.173 1.218 -0.654
*
```

E_HOMO, eV: -11.8501
Kohn-Sham gap, eV: 6.3081
ΔE to the lowest compared entry with this formula, charge and spin, eV: 0.921